1.
70
Properties=species:S:1:pos:R:3 method="wB97M-V/def2-TZVPD" de_lowest_kj_mol=152.12 s2=3.788 gap_ev="7.86 / 6.87" charge=+1 lumo_ev="-3.15 / -4.19" e_tot_ev=-126123.1377 e_homo_ev="-11.010 / -11.063" multiplicity=4 molar_mass_g_mol=726.6
Tc -0.35 -0.14 0.20
C -2.90 2.97 -2.90
N -2.87 1.52 -2.82
C -3.90 0.68 -3.20
C -3.50 -0.58 -2.97
N -2.21 -0.51 -2.45
C -1.85 0.80 -2.33
S -0.43 1.48 -1.66
C -1.40 -1.66 -2.24
C -1.52 -2.72 -3.12
C -0.69 -3.81 -2.95
C 0.26 -3.79 -1.95
C 0.32 -2.70 -1.12
N -0.51 -1.65 -1.25
H -3.76 3.27 -3.50
H -1.99 3.33 -3.36
H -2.99 3.40 -1.90
H -4.83 1.05 -3.60
H -4.01 -1.52 -3.10
H -2.23 -2.67 -3.93
H -0.77 -4.65 -3.63
H 0.94 -4.62 -1.78
H 1.01 -2.67 -0.28
C 2.57 -0.29 3.23
C 3.82 -0.23 2.66
C 3.93 -0.14 1.28
C 2.83 -0.10 0.43
C 1.54 -0.18 1.02
C 1.45 -0.28 2.42
C 3.08 0.01 -1.03
C 4.37 0.40 -1.52
C 4.59 0.48 -2.86
C 3.54 0.20 -3.76
C 3.70 0.26 -5.16
C 2.64 -0.01 -5.99
C 1.39 -0.34 -5.44
C 1.22 -0.40 -4.08
C 2.29 -0.15 -3.20
N 2.09 -0.24 -1.85
H 2.45 -0.39 4.30
H 4.72 -0.26 3.27
H 4.93 -0.12 0.87
H 0.49 -0.38 2.89
H 5.17 0.65 -0.85
H 5.56 0.77 -3.24
H 4.67 0.52 -5.57
H 2.77 0.03 -7.06
H 0.55 -0.54 -6.10
H 0.25 -0.64 -3.67
C -0.05 2.76 1.46
O -0.71 1.49 1.59
C -2.05 1.53 2.11
C -3.02 1.53 0.95
O -2.83 0.34 0.18
C -3.67 -0.75 0.61
H -0.57 3.39 0.73
H 0.96 2.57 1.13
H -0.04 3.24 2.44
H -2.15 2.42 2.73
H -2.17 0.64 2.72
H -2.81 2.37 0.29
H -4.05 1.60 1.30
H -4.70 -0.53 0.32
H -3.61 -0.89 1.69
H -3.31 -1.66 0.15
O -1.89 -3.52 0.58
Se -1.04 -3.01 1.86
O 0.54 -3.32 1.77
O -1.09 -1.21 1.55
O -1.74 -3.09 3.29

***

2.
64
Properties=species:S:1:pos:R:3 method="wB97M-V/def2-TZVPD" de_lowest_kj_mol=88.42 s2=0.997 gap_ev="5.91 / 6.25" charge=+1 lumo_ev="-4.64 / -4.72" e_tot_ev=-56301.3912 e_homo_ev="-10.544 / -10.968" multiplicity=2 molar_mass_g_mol=667.9
Re -0.93 -0.56 0.48
S -0.65 0.70 -1.40
C -1.52 2.10 -0.77
N -1.99 2.95 -1.67
N -2.63 4.05 -1.43
C -2.70 4.95 -0.32
C -3.87 5.69 -0.21
C -3.97 6.67 0.77
C -2.89 6.92 1.61
C -1.72 6.20 1.46
C -1.61 5.20 0.50
N -1.69 2.25 0.57
N -1.35 1.22 1.27
C -1.37 1.42 2.70
C -1.37 2.70 3.23
C -1.35 2.85 4.61
C -1.33 1.74 5.45
C -1.32 0.47 4.90
C -1.35 0.31 3.53
H -3.06 4.41 -2.27
H -4.70 5.50 -0.88
H -4.88 7.24 0.86
H -2.97 7.69 2.37
H -0.87 6.41 2.10
H -0.68 4.67 0.38
H -1.37 3.56 2.58
H -1.34 3.85 5.04
H -1.31 1.87 6.52
H -1.29 -0.41 5.54
H -1.34 -0.69 3.11
C 2.70 -0.24 0.25
Si 1.36 -1.21 1.11
C 1.50 -3.01 0.62
C 1.54 -1.01 2.96
C 1.38 -2.07 3.85
C 1.51 -1.89 5.22
C 1.81 -0.64 5.72
C 1.98 0.44 4.86
C 1.84 0.25 3.49
H 3.66 -0.69 0.51
H 2.72 0.81 0.56
H 2.58 -0.27 -0.83
H 2.51 -3.34 0.84
H 1.33 -3.15 -0.45
H 0.81 -3.66 1.16
H 1.14 -3.07 3.47
H 1.39 -2.73 5.89
H 1.93 -0.49 6.79
H 2.22 1.42 5.25
H 1.97 1.10 2.83
C -2.02 -2.26 1.11
C -2.89 -1.79 0.02
C -2.57 -2.07 -1.32
C -3.26 -1.48 -2.37
C -4.26 -0.57 -2.11
C -4.58 -0.24 -0.79
C -3.90 -0.84 0.26
H -1.51 -3.20 0.90
H -2.46 -2.24 2.10
H -1.78 -2.80 -1.53
H -3.00 -1.73 -3.39
H -4.80 -0.11 -2.92
H -5.37 0.47 -0.58
H -4.16 -0.59 1.29

***

3.
72
Properties=species:S:1:pos:R:3 method="wB97M-V/def2-TZVPD" de_lowest_kj_mol=0.00 s2=0.758 gap_ev="4.25 / 4.22" charge=-2 lumo_ev="3.67 / 3.67" e_tot_ev=-362551.8262 e_homo_ev="-0.579 / -0.553" multiplicity=2 molar_mass_g_mol=1033.2
Ti -0.42 0.17 -0.28
C -1.27 -2.24 3.35
N -0.04 -1.46 3.28
C 1.10 -2.30 2.95
C 1.12 -2.85 1.51
N 1.35 -1.90 0.39
C 2.72 -1.39 0.47
C 1.02 -2.56 -0.84
C 1.99 -3.03 -1.71
C 1.64 -3.75 -2.85
C 0.31 -4.04 -3.10
C -0.67 -3.55 -2.25
C -0.34 -2.78 -1.14
S -1.61 -2.08 -0.12
C 0.09 -0.71 4.48
C 0.82 -1.15 5.58
C 0.85 -0.42 6.76
C 0.14 0.77 6.86
C -0.58 1.24 5.76
C -0.63 0.51 4.58
S -1.58 1.11 3.20
H -1.20 -3.04 4.12
H -1.51 -2.68 2.39
H -2.10 -1.59 3.63
H 1.13 -3.18 3.61
H 2.01 -1.72 3.11
H 0.19 -3.39 1.35
H 1.94 -3.58 1.48
H 3.02 -0.92 -0.46
H 2.76 -0.62 1.24
H 3.43 -2.19 0.73
H 3.04 -2.82 -1.53
H 2.42 -4.09 -3.52
H 0.03 -4.65 -3.95
H -1.72 -3.73 -2.45
H 1.37 -2.08 5.52
H 1.42 -0.78 7.60
H 0.16 1.34 7.78
H -1.11 2.19 5.81
Se 4.76 0.42 -2.94
Sb 3.39 2.25 -1.90
Se 0.10 1.28 1.59
Se 1.49 1.49 -0.41
Se 2.74 3.51 -3.97
N -3.64 0.34 0.58
C -3.22 1.53 0.08
N -2.15 1.71 -0.63
C -1.96 3.07 -0.91
C -0.90 3.62 -1.63
C -0.82 4.99 -1.76
C -1.80 5.83 -1.23
C -2.88 5.30 -0.54
C -2.94 3.92 -0.38
S -4.13 2.97 0.47
H -3.30 -0.48 0.10
H -4.60 0.30 0.88
H -0.13 2.99 -2.04
H 0.05 5.41 -2.27
H -1.72 6.90 -1.34
H -3.65 5.93 -0.12
O -0.63 -0.07 -2.22
N -0.13 0.23 -3.40
C 1.11 -0.16 -3.75
C 1.60 0.14 -5.00
C 0.82 0.87 -5.88
C -0.45 1.26 -5.50
C -0.91 0.92 -4.25
H 1.67 -0.65 -2.97
H 2.62 -0.13 -5.23
H 1.26 1.21 -6.81
H -1.07 1.87 -6.14
H -1.88 1.19 -3.86

***

4.
73
Properties=species:S:1:pos:R:3 method="wB97M-V/def2-TZVPD" de_lowest_kj_mol=0.00 s2=8.810 gap_ev="4.74 / 5.57" charge=-1 lumo_ev="1.94 / 0.76" e_tot_ev=-122507.7994 e_homo_ev="-2.802 / -4.811" multiplicity=6 molar_mass_g_mol=908.9
Ru -0.85 0.56 -2.44
S -1.83 5.06 -5.32
Sb -2.88 3.39 -4.26
S -0.66 0.34 -4.84
S -2.11 1.34 -5.74
S -1.33 2.79 -2.44
S -4.43 -6.32 -2.11
N -5.06 -4.82 -2.16
C -4.06 -3.98 -2.26
C -4.15 -2.53 -2.32
C -5.35 -1.85 -2.29
C -5.35 -0.45 -2.33
C -4.12 0.19 -2.40
N -2.96 -0.44 -2.45
C -2.93 -1.81 -2.41
C -1.67 -2.43 -2.43
N -0.53 -1.65 -2.49
C 0.65 -2.26 -2.58
C 0.83 -3.63 -2.59
C -0.31 -4.44 -2.48
C -1.54 -3.86 -2.40
C -2.78 -4.63 -2.29
N -2.85 -5.94 -2.22
H -6.27 -2.41 -2.23
H -6.26 0.12 -2.30
H -4.06 1.27 -2.41
H 1.51 -1.60 -2.65
H 1.83 -4.04 -2.68
H -0.24 -5.53 -2.47
C 4.75 -0.46 0.60
C 3.45 -0.90 1.26
C 2.24 -0.57 0.41
N 2.00 0.87 0.37
C 1.82 1.60 -0.72
S 1.81 1.03 -2.30
N 1.55 2.95 -0.54
C 1.66 3.78 0.56
O 1.08 4.85 0.57
C 2.59 3.40 1.67
C 3.85 2.90 1.40
C 4.72 2.61 2.44
C 4.31 2.81 3.76
C 3.04 3.31 4.02
C 2.18 3.62 2.98
H 5.61 -0.63 1.25
H 4.72 0.60 0.35
H 4.92 -1.01 -0.33
H 3.35 -0.42 2.25
H 3.46 -1.97 1.45
H 1.32 -1.04 0.79
H 2.36 -0.90 -0.61
H 1.70 1.27 1.25
H 1.04 3.36 -1.32
H 4.16 2.73 0.37
H 5.71 2.22 2.23
H 4.98 2.58 4.57
H 2.72 3.47 5.05
H 1.20 4.03 3.17
C -2.49 -1.05 3.04
Si -1.23 0.26 2.60
C -1.72 1.89 3.36
C 0.43 -0.27 3.31
C -1.09 0.44 0.80
C -1.02 0.54 -0.41
H -2.51 -1.23 4.12
H -2.28 -1.99 2.53
H -3.49 -0.72 2.73
H -1.70 1.85 4.45
H -2.73 2.17 3.04
H -1.05 2.69 3.03
H 0.32 -0.55 4.36
H 1.17 0.54 3.27
H 0.85 -1.13 2.78

***

5.
67
Properties=species:S:1:pos:R:3 method="wB97M-V/def2-TZVPD" de_lowest_kj_mol=28.43 gap_ev=7.68 charge=+1 lumo_ev=-2.30 e_tot_ev=-57507.4577 e_homo_ev=-9.989 multiplicity=1 molar_mass_g_mol=716.9
Pb 0.21 -0.25 0.26
N -2.06 3.61 1.79
C -1.74 3.29 3.09
C -1.98 1.96 3.21
N -2.44 1.45 2.01
C -2.47 2.47 1.19
C -2.87 2.34 -0.21
N -3.39 1.25 -0.72
C -3.61 1.52 -2.06
C -3.22 2.79 -2.34
N -2.75 3.31 -1.16
H -2.03 4.54 1.40
H -1.39 4.03 3.79
H -1.85 1.33 4.07
H -4.03 0.79 -2.72
H -3.23 3.36 -3.25
H -2.36 4.22 -1.04
C 1.34 -4.54 -0.92
C 2.38 -4.36 -1.83
C 2.78 -3.08 -2.16
C 2.15 -1.97 -1.59
C 1.11 -2.14 -0.66
C 0.72 -3.44 -0.35
C 2.61 -0.60 -1.95
C 3.33 -0.34 -3.15
C 3.72 0.93 -3.43
C 3.41 1.99 -2.54
C 3.80 3.33 -2.76
C 3.48 4.30 -1.85
C 2.76 3.96 -0.68
C 2.37 2.67 -0.45
C 2.69 1.66 -1.38
N 2.30 0.37 -1.11
H 1.03 -5.54 -0.65
H 2.88 -5.22 -2.26
H 3.61 -2.95 -2.84
H -0.06 -3.60 0.39
H 3.54 -1.14 -3.83
H 4.26 1.15 -4.34
H 4.36 3.57 -3.65
H 3.79 5.32 -2.02
H 2.53 4.74 0.04
H 1.83 2.41 0.46
S -0.70 -1.78 2.47
C 0.90 -1.33 2.99
C 1.47 -1.75 4.20
C 2.76 -1.38 4.51
C 3.49 -0.58 3.63
C 2.87 -0.19 2.46
N 1.62 -0.55 2.16
H 0.89 -2.38 4.86
H 3.21 -1.71 5.44
H 4.50 -0.28 3.84
H 3.38 0.42 1.73
N -5.37 -2.91 0.01
C -4.26 -2.59 -0.89
C -3.05 -2.18 -0.06
N -3.49 -1.11 0.89
H -6.26 -2.81 -0.45
H -4.43 -1.37 1.21
H -5.30 -3.86 0.35
H -4.56 -1.75 -1.52
H -3.97 -3.41 -1.54
H -2.26 -1.78 -0.69
H -2.66 -3.01 0.52
H -2.85 -0.99 1.68
H -3.51 -0.19 0.39

***

6.
72
Properties=species:S:1:pos:R:3 method="wB97M-V/def2-TZVPD" de_lowest_kj_mol=0.00 gap_ev=5.92 charge=0 lumo_ev=-0.28 e_tot_ev=-103748.1928 e_homo_ev=-6.193 multiplicity=1 molar_mass_g_mol=851.1
Au 0.16 -0.84 -0.17
C -1.57 -1.57 -3.20
C -2.67 -2.33 -2.46
C -2.13 -3.59 -1.78
C -3.48 -1.36 -1.60
C -4.71 -0.98 -2.14
C -5.49 -0.01 -1.54
C -5.01 0.63 -0.43
C -3.80 0.29 0.17
C -3.42 1.26 1.27
C -3.48 0.65 2.71
C -1.32 2.38 -0.51
C -3.02 -0.78 -0.40
N -1.87 -1.38 0.20
C -2.18 -2.33 1.17
C -3.50 -2.58 1.59
C -3.81 -3.47 2.61
C -2.81 -4.17 3.27
C -1.51 -3.99 2.85
C -1.22 -3.13 1.81
F 0.08 -3.09 1.42
H -1.04 -2.25 -3.88
H -0.85 -1.14 -2.51
H -1.98 -0.75 -3.79
H -3.38 -2.68 -3.22
H -1.30 -3.38 -1.12
H -1.78 -4.28 -2.56
H -2.90 -4.10 -1.20
H -5.05 -1.46 -3.05
H -6.46 0.26 -1.96
H -5.58 1.44 0.01
H -4.06 2.13 1.40
H -3.12 -0.39 2.81
H -4.44 0.22 2.76
H -3.61 1.35 3.53
H -1.54 0.46 0.67
H -2.07 3.26 1.60
H -2.20 2.64 -1.05
H -4.32 -2.06 1.10
H -4.85 -3.60 2.89
H -3.04 -4.83 4.09
H -0.68 -4.53 3.30
N 6.87 5.15 -1.90
C 6.06 4.50 -1.01
C 4.67 4.45 -1.23
C 3.86 3.75 -0.37
C 4.43 3.10 0.73
C 5.80 3.16 0.97
C 6.61 3.86 0.11
S 3.43 2.10 1.73
O 2.11 2.78 1.89
O 4.13 1.71 2.90
N 2.76 0.92 0.81
C 3.25 -0.10 0.07
N 2.30 -0.91 -0.49
C 2.77 -1.92 -1.23
C 4.11 -2.13 -1.44
C 4.98 -1.23 -0.84
N 4.56 -0.22 -0.09
H 6.47 5.72 -2.63
H 7.84 5.30 -1.68
H 4.24 4.96 -2.08
H 2.79 3.71 -0.53
H 6.21 2.66 1.84
H 7.67 3.92 0.29
H 2.02 -2.57 -1.67
H 4.47 -2.96 -2.04
H 6.05 -1.33 -0.95
Cl 0.25 2.57 -1.20
Si 1.00 1.27 1.27
Cl -1.69 1.75 1.03
Cl 1.01 0.11 3.09

***

7.
77
Properties=species:S:1:pos:R:3 method="wB97M-V/def2-TZVPD" de_lowest_kj_mol=146.38 s2=6.015 gap_ev="7.68 / 3.60" charge=+2 lumo_ev="-6.38 / -10.46" e_tot_ev=-126778.1072 e_homo_ev="-14.053 / -14.053" multiplicity=5 molar_mass_g_mol=743.3
Co 0.02 -1.24 1.33
C 0.38 3.15 2.23
C 0.06 1.83 2.48
N 0.78 0.83 1.97
C 1.84 1.17 1.23
C 2.09 2.49 0.90
N 1.35 3.48 1.39
C 2.71 0.02 0.89
C 4.08 0.15 0.83
C 4.88 -0.98 0.67
C 4.20 -2.20 0.56
C 2.82 -2.25 0.64
N 2.07 -1.15 0.79
C 2.08 -3.53 0.64
C 2.61 -4.74 0.21
N 1.94 -5.87 0.31
C 0.71 -5.81 0.82
C 0.15 -4.60 1.19
N 0.83 -3.46 1.10
C 6.36 -0.90 0.64
C 7.15 -2.05 0.70
C 8.53 -1.92 0.65
N 9.14 -0.74 0.57
C 8.40 0.36 0.53
C 7.01 0.32 0.56
H -0.18 3.97 2.68
H -0.78 1.56 3.11
H 2.87 2.76 0.20
H 4.51 1.13 0.96
H 4.75 -3.12 0.44
H 3.59 -4.80 -0.25
H 0.17 -6.74 0.93
H -0.87 -4.55 1.56
H 6.72 -3.04 0.78
H 9.17 -2.79 0.67
H 8.93 1.30 0.47
H 6.47 1.26 0.50
C -5.07 3.80 -6.30
C -4.68 2.67 -5.36
S -4.12 3.39 -3.83
O -2.72 3.74 -3.97
O -5.05 4.39 -3.39
C -4.15 2.08 -2.59
C -3.52 2.72 -1.35
N -3.05 1.73 -0.37
C -1.81 1.20 -0.35
N -1.64 0.42 0.71
C -2.82 0.44 1.40
C -3.69 1.25 0.75
N -5.08 1.47 1.08
O -5.79 1.94 0.22
O -5.42 1.13 2.19
C -0.78 1.49 -1.39
H -5.36 3.40 -7.27
H -4.23 4.49 -6.45
H -5.91 4.37 -5.89
H -3.83 2.09 -5.74
H -5.52 2.02 -5.12
H -3.56 1.24 -2.98
H -5.18 1.79 -2.42
H -4.25 3.37 -0.89
H -2.66 3.31 -1.66
H -2.99 -0.11 2.31
H -0.58 2.56 -1.45
H -1.11 1.16 -2.37
H 0.14 0.96 -1.14
B -3.94 -3.51 0.43
C -2.61 -2.76 0.63
N -1.60 -2.23 0.78
H -4.66 -3.02 -0.51
H -4.82 -3.16 1.25
H -3.76 -4.68 0.28
Cl 0.03 -1.93 3.70
C -0.24 -0.85 5.10
Cl -1.80 -0.05 5.02
H 0.55 -0.10 5.11
H -0.21 -1.48 5.98